One molecule with the formula C6H12N2O, computed with the ωB97M-V functional and the def2-TZVPD basis.

As for the spin multiplicity: 1. As for the structure (SMILES): C=C(/C(N)=C\N)[C@@H](C)O. Its total energy is -420.5210 Ha. The value obtained for the largest force on an atom is 0.04301 Eh/bohr. As for the total charge: 0. The value obtained for the energy above the lowest of the compared OMol25 structures with the same formula, charge and spin is 165.0 kJ/mol.

Last column: natural (NBO) charge in e.
Atoms and positions in Å:
O1 1.58356 0.94024 -0.66067  -0.7157
N1 -0.22281 0.78615 2.37243  -0.8045
N2 -2.01805 1.29974 -0.82794  -0.8328
C1 -0.62499 0.58250 1.07002  0.0442
C2 -1.51520 1.38118 0.44767  -0.0776
C3 1.35505 -0.40090 -0.21330  0.0586
C4 -0.04181 -0.56980 0.37755  -0.0625
C5 1.66649 -1.30180 -1.40759  -0.6204
C6 -0.76152 -1.70577 0.30611  -0.3570
H1 0.93545 -1.15267 -2.21111  0.2040
H2 -0.39416 -2.60589 -0.17149  0.1956
H3 0.71904 0.45113 2.55484  0.3719
H4 -1.93671 2.22824 0.98631  0.1800
H5 -0.36234 1.73866 2.69567  0.3730
H6 -2.22228 2.19217 -1.26913  0.3788
H7 0.73553 1.28555 -0.98655  0.4685
H8 -1.74961 -1.76626 0.75704  0.2128
H9 2.64638 -1.05126 -1.82968  0.2251
H10 1.67740 -2.36061 -1.13310  0.2050
H11 2.09146 -0.59355 0.57551  0.1807
H12 -1.56091 0.62297 -1.43257  0.3723


A 2-piece molecular cluster, C3H7IN3O overall, computed with the ωB97M-V functional and the def2-TZVPD basis.

As for the spin multiplicity: 1. Its total energy is -655.3630 Ha. The value obtained for the largest force on an atom is 0.07860 Eh/bohr. As for the total charge: +1. The value obtained for the energy above the lowest of the compared OMol25 structures with the same formula, charge and spin is 132.1 kJ/mol.

Last column: natural (NBO) charge in e.
Atoms and positions in Å:
I1 -3.76346 0.42018 -0.70377  0.1890
O1 -1.70561 -0.75788 1.01227  -0.5865
N1 0.95828 -1.14657 1.35238  -0.7880
N2 1.32924 -0.76730 -0.91356  -0.7768
N3 0.29645 0.91533 0.23010  -0.5339
C1 -2.87982 -0.69270 0.83178  0.4111
C2 0.13697 1.71666 -0.85096  -0.1745
C3 0.69938 -0.37803 0.24483  0.6507
H1 1.40228 -1.68680 -1.18608  0.4214
H2 -0.16376 1.36918 0.99792  0.4474
H3 -0.21276 2.77348 -0.75242  0.2318
H4 0.41966 1.46015 -1.88576  0.1995
H5 1.63894 -0.00246 -1.53959  0.4182
H6 1.72417 -1.86171 1.16104  0.4363
H7 0.12004 -1.36153 2.00183  0.4544


An isolated ion of composition C12H11N2O and charge +1, computed with the ωB97M-V functional and the def2-TZVPD basis.

As for the spin multiplicity: 1. Its total energy is -648.1226 Ha. The value obtained for the largest force on an atom is 0.11354 Eh/bohr. As for the total charge: +1. The value obtained for the energy above the lowest of the compared OMol25 structures with the same formula, charge and spin is 507.1 kJ/mol.

Last column: natural (NBO) charge in e.
Atoms and positions in Å:
O1 3.85395 0.13543 -0.70831  -0.6180
N1 1.95967 -0.55507 0.49769  -0.5063
N2 0.72632 -2.41901 0.65956  -0.5017
C1 2.65886 0.40348 -0.20056  0.5368
C2 2.09200 1.72720 -0.46247  -0.2717
C3 -0.31381 -1.79192 0.12164  0.2339
C4 -0.92126 0.55999 0.45941  -0.0025
C5 -3.14357 -0.36136 -1.07374  -0.1806
C6 -0.18907 1.72243 0.59813  -0.2464
C7 -3.40376 0.26031 0.24439  -0.1812
C8 -0.85576 -0.70016 -0.36572  -0.1368
C9 0.94910 2.27137 0.02105  -0.1615
C10 -1.92270 -0.79871 -1.37177  -0.1870
C11 -2.32561 0.60792 1.03845  -0.2085
C12 2.01352 -1.84442 0.58788  0.0782
H1 -2.45319 1.23347 1.92386  0.2312
H2 0.85618 3.34618 -0.10194  0.2485
H3 -0.76088 2.56106 1.12679  0.2542
H4 -3.91607 -0.70750 -1.62897  0.2218
H5 2.93210 2.25978 -0.96953  0.2615
H6 2.82902 -2.66342 0.60259  0.2492
H7 -4.44589 0.65582 0.27776  0.2478
H8 -1.88710 -1.51221 -2.24385  0.2437
H9 3.92786 -0.74710 -0.99275  0.4958
H10 1.09050 -0.22651 0.81153  0.4403
H11 0.64961 -3.41705 1.14891  0.4592


A 2-piece molecular cluster, C5H13NSi overall, computed with the ωB97M-V functional and the def2-TZVPD basis.

As for the spin multiplicity: 1. Its total energy is -542.4192 Ha. The value obtained for the largest force on an atom is 0.07338 Eh/bohr. As for the total charge: 0. The value obtained for the energy above the lowest of the compared OMol25 structures with the same formula, charge and spin is 393.9 kJ/mol.

Last column: natural (NBO) charge in e.
Atoms and positions in Å:
Si1 0.26783 -0.12066 -0.57350  1.5987
N1 -1.72516 0.00422 1.54682  -0.3771
C1 1.42660 -0.96920 0.63976  -1.1330
C2 -1.65998 0.37649 2.70308  -0.1309
C3 1.60032 0.78649 -1.68254  -1.1202
C4 -0.99689 -1.23982 -1.51647  -1.1008
C5 -0.59833 1.40543 0.19453  -0.6172
H1 0.89916 1.31899 -2.40651  0.2220
H2 0.00126 2.15312 0.68483  0.1959
H3 -1.16587 1.29317 3.03858  0.1477
H4 2.30983 1.48880 -1.09771  0.2419
H5 -1.76237 -0.66545 -2.07167  0.2467
H6 -2.13827 -0.07322 3.57282  0.1706
H7 1.70201 -1.90113 0.07895  0.2347
H8 -1.57100 -1.94888 -0.86553  0.2594
H9 0.81056 -1.28344 1.59409  0.2398
H10 2.18033 0.14889 -2.46634  0.2366
H11 -1.47519 1.79203 -0.24010  0.1987
H12 -0.50020 -2.01796 -2.06047  0.2392
H13 2.39534 -0.54786 0.92737  0.2473